## a
Formula: C3H10NS
Source: OMol25
Level of theory: ωB97M-V/def2-TZVPD

Values from the calculation:
Frontier orbital gap: 0.406 Eh
Charge: +1
E_HOMO: -14.227 eV
Multiplicity: 1

Geometry (Å):
C  0.44  -0.47  -1.20
N  0.59  -1.84  -1.32
H  1.25  0.15  -1.58
H  -0.56  -0.13  -1.39
H  1.50  -2.18  -1.60
H  -0.16  -2.36  -1.73
C  0.50  1.85  0.68
S  0.55  0.03  0.75
C  -1.13  -0.32  1.27
H  0.26  2.20  1.68
H  -0.31  2.13  0.00
H  1.45  2.18  0.28
H  -1.15  -1.34  1.65
H  -1.38  0.39  2.06
H  -1.84  -0.29  0.44

Atomic partial charges in e from the natural (NBO) method, atoms 1 to 2: number 1, C, carries -0.179; number 2, N, carries -0.813

=====

## b
Formula: C3H10NS
Source: OMol25
Level of theory: ωB97M-V/def2-TZVPD

Values from the calculation:
Frontier orbital gap: 0.159 Eh
Charge: +1
E_HOMO: -10.523 eV
Multiplicity: 1

Geometry (Å):
C  1.69  -5.76  0.72
N  2.00  -5.91  -0.50
H  2.34  -6.14  1.49
H  0.76  -5.28  1.01
H  1.43  -5.53  -1.24
H  2.81  -6.45  -0.78
C  -1.30  4.94  -0.38
C  -1.11  3.43  -0.36
S  -1.87  2.72  1.16
H  -1.46  5.29  -1.39
H  -0.48  5.51  0.04
H  -2.18  5.19  0.22
H  -1.64  2.98  -1.18
H  -0.08  3.14  -0.35
H  -0.91  1.87  1.53

Atomic partial charges in e from the natural (NBO) method, atoms 1 to 2: number 1, C, carries 0.177; number 2, N, carries -0.560

=====

Most stable pick: a. Distance to second place: 1.118 eV.

=====

## a
Formula: C3H10NS
Source: OMol25
Level of theory: ωB97M-V/def2-TZVPD

Values from the calculation:
Frontier orbital gap: 0.334 Eh
Charge: +1
E_HOMO: -13.742 eV
Multiplicity: 1

Geometry (Å):
C  -1.31  -0.16  0.09
C  0.32  1.56  -0.85
C  -0.26  0.19  -0.75
N  0.39  -1.27  1.66
S  0.41  -1.05  -1.74
H  -1.74  0.73  0.60
H  -1.95  -1.07  -0.06
H  -0.73  -0.71  1.23
H  1.42  1.63  -0.76
H  0.09  2.18  -1.75
H  -0.06  2.36  -0.17
H  0.95  -0.48  1.61
H  0.73  -1.73  2.58
H  0.63  -1.89  0.87
H  1.11  -0.29  -2.56

Atomic partial charges in e from the natural (NBO) method, atoms 1 to 2: number 1, C, carries -0.747; number 2, C, carries -0.746

=====

## b
Formula: C3H10NS
Source: OMol25
Level of theory: ωB97M-V/def2-TZVPD

Values from the calculation:
Frontier orbital gap: 0.345 Eh
Charge: +1
E_HOMO: -14.301 eV
Multiplicity: 1

Geometry (Å):
C  1.51  -0.09  -0.44
N  1.25  0.17  -1.78
H  1.74  0.76  0.19
H  2.24  -0.89  -0.35
H  1.69  0.89  -2.34
H  1.54  -0.61  -2.36
C  -1.32  0.79  -0.77
S  -0.15  -0.73  0.46
C  -1.03  -0.71  2.36
H  -2.20  0.58  -0.18
H  -0.93  1.79  -0.61
H  -1.09  0.33  -1.71
H  -0.98  -1.79  2.42
H  -2.04  -0.33  2.26
H  -0.25  -0.15  2.85

Atomic partial charges in e from the natural (NBO) method, atoms 1 to 2: number 1, C, carries -0.175; number 2, N, carries -0.835

=====

Most stable pick: a. Distance to second place: 1.364 eV.

=====

## a
Formula: C3H10NS
Source: OMol25
Level of theory: ωB97M-V/def2-TZVPD

Values from the calculation:
Frontier orbital gap: 0.339 Eh
Charge: +1
E_HOMO: -14.448 eV
Multiplicity: 1

Geometry (Å):
C  -0.34  0.65  -1.73
N  -1.40  -0.21  -1.93
H  -0.54  1.58  -1.26
H  0.53  0.43  -2.34
H  -2.32  0.10  -2.19
H  -1.50  -1.03  -1.34
C  -0.23  0.97  2.04
C  0.19  -0.46  1.72
S  0.85  -0.53  -0.10
H  -0.95  1.08  2.83
H  0.72  1.49  2.14
H  -0.49  1.42  1.08
H  -0.39  -1.36  1.70
H  1.03  -0.78  2.34
H  2.11  -0.28  -0.54

Atomic partial charges in e from the natural (NBO) method, atoms 1 to 2: number 1, C, carries 0.093; number 2, N, carries -0.862

=====

## b
Formula: C3H10NS
Source: OMol25
Level of theory: ωB97M-V/def2-TZVPD

Values from the calculation:
Frontier orbital gap: 0.301 Eh
Charge: +1
E_HOMO: -14.066 eV
Multiplicity: 1

Geometry (Å):
C  -1.56  0.37  -0.10
N  -1.82  1.09  -1.29
H  -2.07  0.61  0.83
H  -1.77  -0.71  -0.19
H  -2.75  1.47  -1.12
H  -1.09  1.74  -1.54
C  0.63  -1.21  -1.08
S  0.38  0.35  0.39
C  1.99  -0.09  1.80
H  0.14  -2.00  -0.52
H  1.66  -0.94  -1.13
H  0.08  -0.61  -1.81
H  1.86  0.69  2.58
H  1.55  -1.04  2.01
H  2.78  0.28  1.17

Atomic partial charges in e from the natural (NBO) method, atoms 1 to 2: number 1, C, carries -0.142; number 2, N, carries -0.851

=====

Most stable pick: a. Distance to second place: 1.130 eV.

=====

## a
Formula: H42O21
Source: OMol25
Level of theory: ωB97M-V/def2-TZVPD

Values from the calculation:
Frontier orbital gap: 0.365 Eh
Charge: 0
E_HOMO: -10.558 eV
Multiplicity: 1

Geometry (Å):
O  1.55  5.05  1.13
H  1.73  4.17  0.82
H  1.31  4.99  2.06
O  -1.03  -1.20  0.72
H  -1.60  -0.63  0.19
H  -1.41  -2.09  0.71
O  3.97  -1.86  0.55
H  4.34  -2.72  0.77
H  3.26  -1.99  -0.09
O  3.89  0.37  1.75
H  4.09  -0.35  2.36
H  4.05  -0.04  0.89
O  1.13  -4.78  -2.24
H  1.35  -3.84  -2.22
H  0.85  -4.98  -1.34
O  -1.58  -2.52  -2.74
H  -2.41  -2.99  -2.62
H  -0.91  -3.00  -3.25
O  0.65  1.11  -3.88
H  -0.06  0.76  -4.43
H  0.54  1.82  -3.25
O  -0.61  -1.38  3.99
H  -1.50  -1.20  4.29
H  -0.73  -1.38  3.03
O  2.11  2.03  1.73
H  2.92  1.67  2.19
H  2.31  1.78  0.82
O  0.15  1.15  3.11
H  0.50  1.64  2.33
H  -0.25  0.36  2.76
O  -1.49  3.90  1.41
H  -2.24  4.00  1.99
H  -0.69  4.24  1.79
O  0.41  3.68  3.85
H  -0.20  2.97  4.08
H  1.27  3.29  3.98
O  1.16  -1.98  -0.80
H  0.68  -2.37  -1.54
H  0.38  -1.81  -0.24
O  -1.71  0.01  -3.67
H  -1.80  -0.68  -2.99
H  -2.04  0.74  -3.13
O  -3.57  -0.96  1.90
H  -2.87  -0.73  2.52
H  -3.99  -0.10  1.77
O  0.38  3.74  -1.23
H  -0.42  3.94  -0.73
H  1.02  4.42  -1.01
O  -1.35  -4.59  0.15
H  -1.24  -4.68  1.09
H  -2.11  -4.16  -0.25
O  -3.59  -2.99  -0.52
H  -4.31  -3.33  0.02
H  -3.34  -2.20  -0.03
O  1.17  -1.55  -3.87
H  2.02  -1.11  -3.93
H  0.58  -0.78  -3.73
O  1.87  0.69  -0.69
H  1.54  0.57  0.21
H  1.51  -0.06  -1.19
O  -2.05  2.28  -1.93
H  -2.46  3.01  -1.45
H  -1.16  2.66  -2.00

Atomic partial charges in e from the natural (NBO) method, atoms 1 to 2: number 1, O, carries -0.975; number 2, H, carries 0.487

=====

## b
Formula: H42O21
Source: OMol25
Level of theory: ωB97M-V/def2-TZVPD

Values from the calculation:
Frontier orbital gap: 0.356 Eh
Charge: 0
E_HOMO: -10.134 eV
Multiplicity: 1

Geometry (Å):
O  2.22  2.10  -0.70
H  2.40  2.94  -0.37
H  1.52  2.15  -1.33
O  -1.04  1.94  -3.46
H  -1.75  2.35  -2.95
H  -1.55  1.67  -4.20
O  -0.79  3.32  0.06
H  -0.91  2.45  0.76
H  -1.50  3.97  0.31
O  2.34  1.02  3.69
H  1.65  0.55  3.10
H  2.13  1.02  4.53
O  -3.06  -2.18  -2.88
H  -3.25  -2.90  -2.09
H  -3.75  -1.68  -2.83
O  4.45  2.91  0.01
H  3.95  3.40  0.61
H  4.33  2.06  0.33
O  0.12  -1.71  -4.14
H  0.07  -0.92  -4.57
H  -0.63  -2.28  -4.47
O  -3.60  2.15  1.75
H  -3.53  1.26  2.08
H  -4.08  2.34  0.97
O  -4.26  -2.69  0.04
H  -3.92  -3.16  0.90
H  -4.31  -3.36  -0.70
O  2.06  3.77  1.96
H  1.55  3.66  1.19
H  1.80  3.26  2.70
O  1.20  0.31  1.07
H  1.79  1.06  0.93
H  0.38  0.72  0.79
O  -1.69  -1.22  0.31
H  -1.52  -0.79  -0.41
H  -0.81  -1.32  0.74
O  -1.75  -4.23  -0.84
H  -2.04  -3.33  -0.57
H  -1.20  -4.73  -0.33
O  4.68  -2.24  0.55
H  4.81  -1.51  1.12
H  4.47  -1.81  -0.32
O  4.21  1.50  -2.05
H  4.51  1.25  -1.20
H  3.80  2.35  -1.90
O  -2.33  -0.67  4.05
H  -3.06  -1.08  4.64
H  -1.92  -0.02  4.61
O  0.51  -3.05  0.37
H  0.10  -2.15  0.06
H  0.12  -3.68  -0.30
O  -0.93  1.36  2.03
H  -0.02  1.39  2.63
H  -1.63  0.99  2.45
O  -3.73  0.91  -2.62
H  -3.38  0.03  -3.21
H  -3.05  1.01  -1.82
O  3.38  -3.14  2.81
H  3.09  -3.31  1.88
H  2.57  -3.05  3.43
O  -1.39  -0.20  -2.22
H  -1.24  -0.98  -2.85
H  -0.76  0.53  -2.64

Atomic partial charges in e from the natural (NBO) method, atoms 1 to 2: number 1, O, carries -0.951; number 2, H, carries 0.467

=====

Most stable pick: a. Distance to second place: 6.547 eV.